A 2-piece molecular cluster, C6H16NO overall. Source: the Open Molecules 2025 dataset; level of theory: ωB97M-V/def2-TZVPD.

The total charge is +1. As for the energy relative to the best compared isomer or geometry (same formula, charge and spin): 0.961 eV. For the LUMO energy, the calculation gives -3.2429 eV. Its HOMO energy is -12.510 eV.

Last column: natural (NBO) charge in e.
Geometry (Å):
C 0.278 0.938 -1.196  -0.22
C -0.726 -0.201 -1.052  -0.42
C -0.521 -1.070 0.209  -0.40
C -0.749 -0.331 1.499  -0.45
C -2.194 -0.163 1.884  -0.18
C -3.256 -0.577 1.211  -0.40
N 1.641 0.415 -1.642  -0.70
H -0.069 1.609 -1.967  0.23
H 0.440 1.474 -0.279  0.22
H -0.598 -0.859 -1.914  0.21
H -1.727 0.224 -0.992  0.25
H 0.533 -1.382 0.200  0.18
H -1.122 -1.973 0.167  0.24
H -0.262 -0.830 2.335  0.24
H -0.324 0.667 1.437  0.20
H -2.387 0.341 2.818  0.21
H -4.287 -0.489 1.513  0.22
H -3.107 -1.077 0.259  0.17
H 1.853 0.738 -2.578  0.44
H 1.698 -0.609 -1.712  0.44
H 2.341 0.752 -0.967  0.48
H 4.435 1.484 -0.012  0.50
H 4.262 0.200 0.740  0.51
O 3.848 0.718 0.039  -0.98

A 2-piece molecular cluster, C6H16NO overall. Source: the Open Molecules 2025 dataset; level of theory: ωB97M-V/def2-TZVPD.

The total charge is +1. As for the energy relative to the best compared isomer or geometry (same formula, charge and spin): 2.446 eV. For the LUMO energy, the calculation gives -3.3551 eV. Its HOMO energy is -13.048 eV.

Last column: natural (NBO) charge in e.
Geometry (Å):
C -0.046 -1.026 1.317  -0.24
C -1.065 0.000 0.659  -0.46
C -0.262 0.820 -0.345  0.02
C -0.612 0.594 -1.622  -0.42
C 0.859 1.767 0.108  -0.43
C 0.582 2.802 1.180  -0.63
N 0.537 -1.855 0.189  -0.70
H -0.500 -1.603 2.153  0.24
H 0.702 -0.378 1.783  0.23
H -1.222 0.733 1.513  0.24
H -1.978 -0.342 0.234  0.24
H -0.212 0.988 -2.522  0.21
H -1.378 -0.176 -1.749  0.19
H 1.561 0.931 0.449  0.18
H 1.239 2.304 -0.770  0.24
H -0.056 2.442 2.062  0.20
H 1.513 2.758 1.685  0.24
H 0.034 3.692 0.879  0.25
H 1.471 -1.512 -0.177  0.45
H -0.011 -1.921 -0.610  0.46
H 0.504 -2.829 0.545  0.44
H -0.309 -2.189 -2.981  0.54
H -0.880 -3.437 -1.973  0.51
O -0.471 -2.562 -2.009  -1.00

A 2-piece molecular cluster, C6H16NO overall. Source: the Open Molecules 2025 dataset; level of theory: ωB97M-V/def2-TZVPD.

The total charge is +1. As for the energy relative to the best compared isomer or geometry (same formula, charge and spin): 5.820 eV. For the LUMO energy (spin up / spin down), the calculation gives -2.7956 / -4.3690 eV. Its HOMO energy (spin up / spin down) is -12.986 / -9.975 eV.

Last column: natural (NBO) charge in e.
Geometry (Å):
C -0.798 1.959 -0.057  -0.71
C 3.671 0.567 -0.061  -0.69
C -1.019 -1.796 -0.124  -0.43
C -3.041 -0.395 0.033  -0.44
C -0.778 0.559 0.462  0.03
C 2.446 -0.328 -0.209  0.14
N -1.629 -0.415 -0.258  -0.41
O 2.295 -1.440 0.496  -0.66
H -0.151 1.941 -0.944  0.24
H -0.351 2.701 0.592  0.27
H -1.905 2.306 -0.325  0.22
H 4.404 0.090 -0.602  0.23
H 3.442 1.581 -0.553  0.23
H 4.043 0.783 0.851  0.22
H 0.126 -1.511 0.035  0.28
H -1.492 -2.368 0.745  0.25
H -1.240 -2.308 -1.056  0.23
H -3.162 -0.671 1.092  0.23
H -3.518 0.592 -0.050  0.24
H -3.587 -1.009 -0.725  0.24
H -0.670 0.532 1.535  0.21
H 1.684 -0.114 -0.976  0.15
H -1.631 0.011 -1.197  0.44
H 2.863 -1.270 1.294  0.50

A 2-piece molecular cluster, C6H16O overall. Source: the Open Molecules 2025 dataset; level of theory: ωB97M-V/def2-TZVPD.

The total charge is 0. As for the energy relative to the best compared isomer or geometry (same formula, charge and spin): 0.296 eV. For the LUMO energy, the calculation gives 0.7226 eV. The SMILES is CCC(C)(C)C.O. Its HOMO energy is -10.700 eV.

Last column: natural (NBO) charge in e.
Geometry (Å):
C 1.205 -2.407 1.019  -0.61
C 1.517 -1.295 0.004  -0.40
C 0.437 -0.252 -0.309  -0.04
C 1.203 0.957 -0.907  -0.60
C -0.641 -0.815 -1.280  -0.62
C -0.193 0.329 0.997  -0.62
H 0.134 -2.672 1.054  0.20
H 1.498 -1.998 2.001  0.20
H 1.788 -3.324 0.832  0.21
H 2.408 -0.816 0.452  0.20
H 1.824 -1.742 -0.961  0.20
H 1.789 0.605 -1.773  0.20
H 1.901 1.317 -0.132  0.20
H 0.570 1.800 -1.230  0.21
H -1.317 -0.013 -1.622  0.21
H -1.215 -1.514 -0.649  0.21
H -0.270 -1.362 -2.164  0.21
H 0.589 0.808 1.610  0.21
H -0.668 -0.468 1.593  0.21
H -0.957 1.085 0.748  0.21
O -3.915 3.685 -0.078  -0.94
H -3.117 4.207 0.166  0.47
H -4.569 3.886 0.629  0.47

A 2-piece molecular cluster, C6H16O overall. Source: the Open Molecules 2025 dataset; level of theory: ωB97M-V/def2-TZVPD.

The total charge is 0. As for the energy relative to the best compared isomer or geometry (same formula, charge and spin): 0.521 eV. For the LUMO energy, the calculation gives 0.8673 eV. The SMILES is CCCCCC.O. Its HOMO energy is -10.610 eV.

Last column: natural (NBO) charge in e.
Geometry (Å):
C 2.406 0.424 -0.922  -0.61
C 1.064 0.165 -1.682  -0.41
C -0.252 0.460 -0.876  -0.39
C -0.086 0.205 0.646  -0.40
C 0.160 -1.257 0.993  -0.41
C -0.953 -2.232 0.551  -0.61
H 2.368 1.276 -0.251  0.20
H 3.183 0.604 -1.658  0.21
H 2.759 -0.464 -0.395  0.20
H 1.073 -0.850 -2.058  0.20
H 1.112 0.863 -2.522  0.20
H -1.060 -0.184 -1.236  0.20
H -0.574 1.493 -1.009  0.20
H 0.646 0.925 1.001  0.20
H -1.022 0.587 1.084  0.20
H 0.287 -1.262 2.083  0.20
H 1.018 -1.719 0.501  0.20
H -1.920 -2.011 1.016  0.20
H -1.127 -2.250 -0.528  0.20
H -0.665 -3.237 0.857  0.21
O -2.957 2.564 1.275  -0.95
H -3.227 3.475 1.257  0.47
H -2.233 2.424 1.873  0.47

A 3-piece molecular cluster, C6H16O2 overall. Source: the Open Molecules 2025 dataset; level of theory: ωB97M-V/def2-TZVPD.

The total charge is 0. As for the energy relative to the best compared isomer or geometry (same formula, charge and spin): 1.182 eV. For the LUMO energy, the calculation gives 0.6166 eV. The SMILES is C=C(CC)CC.O.O. Its HOMO energy is -9.833 eV.

Last column: natural (NBO) charge in e.
Geometry (Å):
C -0.877 1.040 0.188  -0.44
C -0.317 -0.095 -0.226  0.03
C 0.178 -1.159 0.675  -0.45
C 0.505 -0.762 2.103  -0.59
C -0.047 -0.280 -1.725  -0.45
C 0.580 0.939 -2.410  -0.60
H -1.121 1.396 1.170  0.21
H -1.186 1.789 -0.549  0.20
H 1.065 -1.700 0.312  0.22
H -0.559 -1.966 0.785  0.20
H 1.256 0.011 2.194  0.18
H 0.753 -1.668 2.639  0.22
H -0.363 -0.360 2.659  0.21
H -1.021 -0.397 -2.197  0.22
H 0.485 -1.185 -1.998  0.21
H 0.012 1.851 -2.277  0.21
H 0.531 0.827 -3.494  0.21
H 1.653 1.065 -2.225  0.21
O 2.640 2.027 1.652  -0.91
H 2.148 1.573 0.948  0.46
H 2.060 1.669 2.324  0.45
O -2.811 -1.774 -0.606  -0.94
H -1.951 -2.039 -0.357  0.46
H -2.915 -0.823 -0.466  0.48

A 2-piece molecular cluster, C6H16O2 overall. Source: the Open Molecules 2025 dataset; level of theory: ωB97M-V/def2-TZVPD.

The total charge is 0. As for the energy relative to the best compared isomer or geometry (same formula, charge and spin): 2.603 eV. For the LUMO energy, the calculation gives 0.6931 eV. The SMILES is CCCCCCO.O. Its HOMO energy is -9.860 eV.

Last column: natural (NBO) charge in e.
Geometry (Å):
C 1.538 -0.200 -1.204  -0.64
C 1.953 1.066 -0.375  -0.42
C 1.731 0.809 1.111  -0.41
C 0.261 1.281 1.386  -0.42
C -0.920 0.270 1.248  -0.46
C -1.545 0.286 -0.181  -0.06
O -2.857 0.756 -0.139  -0.72
H 0.763 -0.826 -0.638  0.21
H 1.326 -0.057 -2.288  0.22
H 2.413 -1.000 -1.299  0.19
H 1.452 1.952 -0.911  0.22
H 3.153 1.108 -0.592  0.20
H 1.857 -0.280 1.336  0.22
H 2.470 1.452 1.775  0.21
H 0.494 1.571 2.464  0.22
H -0.009 2.270 0.874  0.20
H -0.414 -0.729 1.301  0.21
H -1.771 0.289 2.002  0.22
H -1.775 -0.787 -0.602  0.20
H -0.983 0.956 -0.712  0.16
H -2.951 1.416 0.623  0.46
O -0.205 -3.377 -1.329  -0.92
H 0.528 -3.141 -1.939  0.46
H -0.163 -4.297 -1.565  0.46

A 2-piece molecular cluster, C6H16O2P overall. Source: the Open Molecules 2025 dataset; level of theory: ωB97M-V/def2-TZVPD.

The total charge is +1. As for the energy relative to the best compared isomer or geometry (same formula, charge and spin): 3.047 eV. For the LUMO energy, the calculation gives -5.3111 eV. Its HOMO energy is -12.060 eV.

Last column: natural (NBO) charge in e.
Geometry (Å):
C 3.089 0.753 2.434  -0.80
C -2.725 -0.311 -0.046  -0.65
C -0.445 -1.892 -0.566  -0.89
C -0.329 0.232 -2.461  -0.97
C 2.162 1.392 1.473  0.51
C -1.531 0.722 0.052  -0.15
O 2.441 2.175 0.479  -0.51
O -1.141 1.009 1.400  -0.75
P 0.071 -0.037 -0.690  0.69
H 3.161 1.482 3.334  0.33
H 2.649 -0.060 2.990  0.30
H 4.192 0.610 2.201  0.29
H -3.126 -0.582 -0.965  0.23
H -3.513 0.327 0.547  0.21
H -2.461 -1.329 0.449  0.22
H -1.203 -2.065 -1.369  0.24
H -0.609 -2.129 0.461  0.23
H 0.515 -2.355 -0.872  0.23
H 0.667 0.231 -3.002  0.25
H -0.899 1.206 -2.705  0.25
H -0.878 -0.668 -2.871  0.24
H 0.987 1.195 1.506  0.29
H -1.766 1.492 -0.753  0.19
H 3.340 2.096 0.284  0.51
H -1.946 0.997 1.952  0.49

A 2-piece molecular cluster, C6H16S2 overall. Source: the Open Molecules 2025 dataset; level of theory: ωB97M-V/def2-TZVPD.

The total charge is 0. As for the energy relative to the best compared isomer or geometry (same formula, charge and spin): 1.995 eV. For the LUMO energy, the calculation gives 0.8601 eV. The SMILES is CCSC.CCSC. Its HOMO energy is -8.350 eV.

Last column: natural (NBO) charge in e.
Geometry (Å):
C -0.485 -2.303 1.792  -0.64
C 0.714 -1.827 0.909  -0.52
S 0.715 -3.231 -0.342  0.18
C 1.182 -2.338 -1.829  -0.76
H -1.039 -3.167 1.511  0.22
H -1.332 -1.581 1.883  0.21
H -0.129 -2.468 2.810  0.21
H 0.790 -0.762 0.646  0.23
H 1.628 -1.958 1.503  0.21
H 2.084 -1.734 -1.855  0.22
H 1.280 -3.062 -2.636  0.23
H 0.346 -1.653 -2.113  0.21
C -1.681 0.914 -0.338  -0.64
C -1.256 2.352 -0.721  -0.49
S 0.547 2.372 -1.307  0.12
C 1.152 3.127 0.317  -0.73
H -1.757 0.908 0.725  0.21
H -1.047 0.131 -0.704  0.22
H -2.594 0.554 -0.832  0.22
H -1.907 2.902 -1.432  0.22
H -1.225 2.980 0.188  0.21
H 2.042 3.772 0.152  0.22
H 0.513 3.853 0.765  0.22
H 1.458 2.218 0.908  0.22

A 2-piece molecular cluster, C6H16Si overall. Source: the Open Molecules 2025 dataset; level of theory: ωB97M-V/def2-TZVPD.

The total charge is 0. As for the energy relative to the best compared isomer or geometry (same formula, charge and spin): 2.986 eV. For the LUMO energy, the calculation gives 0.9102 eV. The SMILES is C[SiH2]C.C=C(C)C. Its HOMO energy is -9.346 eV.

Last column: natural (NBO) charge in e.
Geometry (Å):
C -2.891 -1.567 -0.112  -1.02
Si -3.176 0.339 -0.129  1.08
C -1.477 1.101 0.128  -1.13
H -2.373 -1.883 0.757  0.23
H -3.798 -2.013 -0.038  0.23
H -2.464 -1.678 -0.997  0.22
H -4.126 1.106 0.974  -0.17
H -3.998 0.379 -1.514  -0.17
H -1.217 2.053 -0.433  0.25
H -0.695 0.381 -0.010  0.24
H -1.403 1.510 1.109  0.25
C 1.507 -0.874 1.014  -0.43
C 2.291 -0.117 0.221  0.07
C 2.141 1.389 0.164  -0.64
C 3.099 -0.616 -0.983  -0.63
H 1.627 -1.885 1.155  0.19
H 0.742 -0.496 1.659  0.19
H 1.815 1.627 1.231  0.21
H 1.464 1.671 -0.526  0.21
H 3.066 1.778 -0.006  0.21
H 3.031 -1.748 -0.947  0.22
H 2.660 -0.314 -1.829  0.21
H 4.178 -0.144 -0.888  0.21

A 2-piece molecular cluster, C6H17ClNPSi overall. Source: the Open Molecules 2025 dataset; level of theory: ωB97M-V/def2-TZVPD.

The total charge is 0. For the LUMO energy (spin up / spin down), the calculation gives 0.6689 / -1.9637 eV. The expectation value of S² is 2.005. Its multiplicity is 3. Its HOMO energy (spin up / spin down) is -5.841 / -8.555 eV.

Last column: natural (NBO) charge in e.
Geometry (Å):
C -2.469 -2.312 0.181  -0.32
C 0.109 1.354 1.057  -1.15
C 2.963 2.371 -0.175  -1.10
C 2.097 -0.766 0.939  -1.12
C -1.259 0.289 -2.348  -0.93
C -3.169 -2.330 1.366  -0.33
N 1.426 0.209 -1.489  -1.40
Si 1.704 0.911 0.121  1.76
P 0.183 -0.865 -1.750  1.01
Cl 0.460 -1.616 -3.639  -0.33
H 1.716 0.678 -2.331  0.41
H -2.690 -2.771 -0.703  0.16
H -1.606 -1.594 -0.028  0.16
H -0.362 0.252 1.281  0.24
H 0.452 1.658 2.080  0.24
H -0.710 2.007 0.739  0.25
H 2.293 3.233 0.086  0.24
H 3.912 2.319 0.366  0.25
H 3.238 2.474 -1.263  0.25
H 2.563 -0.712 2.051  0.23
H 1.172 -1.343 0.908  0.24
H 2.835 -1.334 0.331  0.24
H -1.102 1.139 -1.710  0.22
H -1.118 0.557 -3.366  0.23
H -2.088 -0.381 -2.096  0.23
H -4.010 -2.860 1.732  0.17
H -2.791 -1.846 2.288  0.15

C6H17F2HfNO3 as an isolated structure. Source: the Open Molecules 2025 dataset; level of theory: ωB97M-V/def2-TZVPD.

The total charge is +2. For the LUMO energy, the calculation gives -12.1039 eV. Its HOMO energy is -15.389 eV.

Last column: Mulliken charge in e.
Geometry (Å):
Hf 2.298 -2.144 -0.769  2.01
F 2.139 -0.397 0.528  -0.41
F 4.102 -2.236 0.640  -0.50
C -2.195 -0.581 -1.435  -1.19
C -0.783 -0.940 -1.838  0.05
C 0.017 0.285 -2.222  -0.74
O 1.420 0.038 -2.066  -0.19
C 2.227 1.204 -2.327  -0.78
N -0.062 -1.626 -0.727  -0.15
H -2.825 -1.468 -1.354  0.44
H -2.646 0.047 -2.203  0.38
H -2.227 -0.063 -0.475  0.27
H -0.890 -1.717 -2.600  0.30
H -0.172 1.036 -1.442  0.36
H -0.265 0.861 -3.105  0.59
H 2.037 1.575 -3.334  0.36
H 3.285 0.947 -2.268  0.28
H 2.173 2.074 -1.669  0.34
H -0.726 -2.363 -0.478  0.39
H -0.227 -0.995 0.084  0.32
C -0.757 0.797 2.046  -0.33
C -1.125 1.092 3.516  -0.57
O 0.006 0.956 4.317  -0.50
O -0.634 -0.646 1.909  -0.60
H 0.197 1.257 1.786  0.24
H -1.563 1.180 1.419  0.39
H -1.940 0.438 3.832  0.30
H -1.431 2.138 3.514  0.36
H 0.345 0.062 4.405  0.30
H 0.224 -0.812 2.316  0.28

The evaluated strongest force on any atom for the records listed, in turn: 0.02371, 0.08564, 0.10294, 0.02611, 0.03480, 0.04155, 0.08719, 0.09489, 0.05491, 0.12106, 0.14521, 0.19878 Eh/bohr.